[1]
{"formula": "C22H28N2O3", "method": "ωB97M-V/def2-TZVPD", "species": ["C", "C", "C", "C", "C", "C", "C", "C", "C", "C", "C", "N", "C", "O", "N", "C", "C", "C", "C", "C", "O", "C", "C", "O", "C", "C", "C", "H", "H", "H", "H", "H", "H", "H", "H", "H", "H", "H", "H", "H", "H", "H", "H", "H", "H", "H", "H", "H", "H", "H", "H", "H", "H", "H", "H"], "positions_angstrom": [[-5.459, -2.450, -1.497], [-4.988, -1.813, -0.430], [-5.009, -2.450, 0.931], [-4.411, -0.462, -0.529], [-4.934, 0.473, -1.420], [-4.385, 1.737, -1.504], [-3.308, 2.094, -0.709], [-2.770, 1.182, 0.186], [-1.613, 1.527, 1.114], [-2.181, 1.831, 2.504], [-0.780, 2.714, 0.620], [-0.718, 0.377, 1.240], [-0.187, -0.250, 0.150], [-0.297, 0.169, -0.984], [0.467, -1.421, 0.456], [1.345, -2.033, -0.529], [2.751, -1.501, -0.424], [3.786, -2.260, 0.083], [5.059, -1.717, 0.211], [5.307, -0.405, -0.153], [6.514, 0.222, -0.062], [7.613, -0.512, 0.414], [4.248, 0.380, -0.664], [4.568, 1.662, -0.993], [3.550, 2.485, -1.509], [2.992, -0.180, -0.796], [-3.340, -0.082, 0.273], [-5.414, -2.024, -2.484], [-5.885, -3.436, -1.423], [-5.690, -3.297, 0.944], [-4.015, -2.812, 1.194], [-5.320, -1.731, 1.687], [-5.782, 0.211, -2.034], [-4.798, 2.456, -2.196], [-2.897, 3.086, -0.801], [-2.737, 0.978, 2.887], [-2.858, 2.679, 2.446], [-1.377, 2.073, 3.198], [0.103, 2.816, 1.249], [-0.463, 2.534, -0.403], [-1.347, 3.639, 0.672], [-0.689, -0.087, 2.132], [0.744, -1.562, 1.416], [0.916, -1.790, -1.504], [1.326, -3.116, -0.381], [3.617, -3.285, 0.378], [5.852, -2.335, 0.601], [8.458, 0.174, 0.387], [7.828, -1.376, -0.224], [7.457, -0.852, 1.444], [4.018, 3.451, -1.690], [3.151, 2.091, -2.449], [2.729, 2.607, -0.795], [2.169, 0.393, -1.192], [-2.918, -0.801, 0.960]], "atomic_forces_ev_per_a": [[0.00, 0.01, 0.02], [-0.14, -0.29, 0.01], [0.00, -0.04, -0.09], [0.09, 0.33, -0.06], [0.01, -0.02, 0.00], [-0.05, 0.04, -0.08], [0.06, -0.04, 0.12], [-0.10, 0.01, -0.06], [0.21, 0.20, -0.09], [0.17, -0.09, -0.14], [-0.17, -0.09, 0.00], [-0.15, 0.13, 0.37], [0.14, -0.35, 0.46], [-0.02, 0.22, -0.41], [-0.04, -0.26, 0.11], [0.01, 0.05, -0.07], [0.07, -0.27, 0.06], [-0.30, 0.05, -0.14], [0.31, 0.21, 0.02], [0.09, 0.10, -0.01], [-0.43, 0.09, -0.14], [0.17, -0.14, 0.09], [0.10, 0.08, 0.02], [0.21, -0.39, 0.16], [-0.18, 0.14, -0.09], [0.18, 0.23, -0.06], [-0.17, 0.02, -0.09], [0.06, 0.14, -0.19], [-0.11, -0.17, 0.10], [-0.01, -0.07, 0.03], [0.06, -0.01, 0.11], [0.00, 0.01, 0.09], [-0.08, -0.03, -0.04], [-0.04, 0.05, -0.05], [0.09, 0.11, 0.00], [-0.08, -0.08, 0.05], [-0.05, 0.05, -0.01], [0.10, 0.04, 0.10], [0.02, 0.01, 0.08], [0.04, 0.06, -0.07], [-0.06, 0.15, -0.02], [0.00, -0.04, -0.08], [-0.03, 0.09, -0.06], [0.05, -0.16, 0.09], [0.03, 0.09, -0.10], [-0.04, -0.12, 0.02], [0.12, 0.00, 0.03], [-0.03, -0.09, 0.02], [-0.02, 0.03, 0.03], [0.00, 0.00, -0.05], [-0.07, -0.05, 0.00], [0.00, 0.00, 0.04], [0.02, -0.02, -0.03], [-0.08, 0.14, -0.07], [0.04, -0.08, 0.08]], "lowdin_charge": [0.057, -0.320, -0.061, -0.185, -0.034, -0.065, -0.025, -0.166, -0.496, -0.017, -0.033, 0.109, -0.566, 0.073, 0.072, -0.137, -0.215, -0.051, -0.019, -0.202, -0.067, -0.089, -0.189, -0.061, -0.075, 0.037, 0.022, 0.060, 0.060, 0.075, 0.079, 0.084, 0.108, 0.104, 0.105, 0.084, 0.094, 0.086, 0.087, 0.080, 0.079, 0.137, 0.137, 0.127, 0.119, 0.107, 0.102, 0.094, 0.096, 0.095, 0.094, 0.100, 0.092, 0.102, 0.117], "energy_ha": -1190.35332, "smiles": "C=C(C)c1cccc(C(C)(C)NC(=O)NCc2ccc(OC)c(OC)c2)c1", "orbital_gap_ha": 0.317, "lumo_ev": 0.6495, "e_homo_ha": -0.2927}

[2]
{"formula": "C22H28N2O3", "method": "ωB97M-V/def2-TZVPD", "species": ["C", "C", "C", "C", "C", "C", "C", "O", "C", "C", "C", "C", "O", "N", "C", "C", "C", "C", "N", "C", "C", "O", "C", "C", "C", "C", "C", "H", "H", "H", "H", "H", "H", "H", "H", "H", "H", "H", "H", "H", "H", "H", "H", "H", "H", "H", "H", "H", "H", "H", "H", "H", "H", "H", "H"], "positions_angstrom": [[-8.153, -0.992, 0.287], [-7.012, -0.021, 0.237], [-7.222, 1.313, -0.068], [-6.157, 2.199, -0.085], [-4.869, 1.782, 0.194], [-3.708, 2.729, 0.177], [-4.651, 0.429, 0.500], [-3.353, 0.102, 0.777], [-2.995, -1.246, 0.993], [-2.914, -2.053, -0.307], [-1.895, -1.429, -1.258], [-0.478, -1.626, -0.729], [-0.140, -2.634, -0.146], [0.343, -0.577, -1.001], [1.703, -0.417, -0.700], [2.322, 0.769, -1.080], [3.658, 0.993, -0.810], [4.428, 0.030, -0.155], [5.793, 0.186, 0.076], [6.506, 1.284, -0.542], [7.997, 0.928, -0.587], [8.513, 0.654, 0.693], [7.808, -0.410, 1.290], [6.318, -0.086, 1.401], [3.795, -1.162, 0.214], [2.460, -1.384, -0.045], [-5.721, -0.454, 0.519], [-8.508, -1.097, 1.313], [-7.844, -1.975, -0.062], [-8.983, -0.646, -0.323], [-8.218, 1.665, -0.292], [-6.332, 3.239, -0.322], [-3.163, 2.670, 1.117], [-3.014, 2.461, -0.619], [-4.045, 3.750, 0.020], [-3.677, -1.726, 1.705], [-2.003, -1.199, 1.449], [-3.892, -2.083, -0.790], [-2.603, -3.069, -0.065], [-1.953, -1.920, -2.233], [-2.119, -0.369, -1.389], [-0.066, 0.213, -1.481], [1.750, 1.534, -1.586], [4.091, 1.935, -1.105], [6.152, 1.420, -1.564], [6.377, 2.223, 0.021], [8.578, 1.765, -0.979], [8.134, 0.051, -1.238], [8.248, -0.554, 2.278], [7.938, -1.325, 0.692], [5.790, -0.922, 1.855], [6.198, 0.800, 2.048], [4.363, -1.941, 0.698], [1.998, -2.311, 0.249], [-5.572, -1.496, 0.759]], "atomic_forces_ev_per_a": [[0.01, 0.02, 0.08], [-0.03, 0.16, -0.08], [-0.08, -0.12, 0.01], [0.09, -0.10, 0.05], [0.17, -0.06, 0.03], [-0.02, -0.10, 0.03], [-0.16, 0.22, -0.07], [-0.20, 0.38, -0.09], [0.07, -0.60, -0.04], [0.06, 0.38, 0.12], [-0.11, -0.30, 0.18], [-0.37, 0.34, -0.34], [0.09, -0.24, 0.17], [-0.08, 0.37, -0.19], [0.38, 0.05, 0.06], [-0.20, -0.23, 0.04], [0.19, -0.01, 0.12], [-0.35, -0.08, -0.11], [0.40, 0.00, -0.07], [0.31, -0.13, -0.01], [-0.22, 0.19, -0.25], [0.08, 0.10, 0.09], [-0.29, -0.12, 0.23], [0.34, -0.07, 0.06], [0.07, 0.24, -0.01], [-0.13, -0.10, 0.06], [0.23, -0.12, 0.08], [-0.08, -0.06, 0.03], [-0.04, -0.08, -0.03], [-0.07, -0.03, -0.03], [-0.11, 0.02, -0.03], [0.02, 0.11, -0.02], [0.10, 0.08, 0.02], [0.12, 0.04, -0.03], [0.00, 0.07, -0.01], [0.08, 0.09, -0.02], [-0.14, -0.05, 0.02], [0.01, -0.06, 0.01], [-0.06, -0.01, -0.01], [0.04, 0.06, -0.02], [0.02, 0.00, -0.09], [-0.07, -0.24, 0.11], [-0.06, 0.08, -0.05], [0.06, 0.07, -0.01], [0.01, 0.05, 0.02], [-0.03, 0.01, -0.08], [-0.06, -0.05, -0.04], [-0.02, 0.10, 0.02], [-0.06, -0.05, -0.04], [-0.03, 0.05, 0.07], [0.03, 0.03, 0.02], [-0.03, -0.08, 0.02], [0.07, -0.08, 0.01], [-0.01, -0.03, 0.00], [0.06, -0.11, 0.00]], "lowdin_charge": [-0.052, -0.281, -0.058, -0.042, -0.209, -0.037, -0.218, -0.053, -0.183, -0.155, -0.098, -0.471, 0.070, 0.130, -0.226, -0.028, -0.025, -0.232, -0.111, -0.157, -0.195, -0.132, -0.194, -0.138, -0.011, -0.004, 0.016, 0.084, 0.076, 0.075, 0.106, 0.110, 0.084, 0.078, 0.076, 0.124, 0.133, 0.109, 0.119, 0.128, 0.109, 0.139, 0.110, 0.100, 0.124, 0.134, 0.126, 0.128, 0.126, 0.129, 0.114, 0.135, 0.108, 0.100, 0.110], "energy_ha": -1190.36489, "smiles": "Cc1ccc(C)c(OCCCC(=O)Nc2ccc(N3CCOCC3)cc2)c1", "orbital_gap_ha": 0.302, "lumo_ev": 0.6501, "e_homo_ha": -0.2779}

[3]
{"formula": "C22H28N2O3S3Ti", "method": "ωB97M-V/def2-TZVPD", "species": ["Ti", "C", "C", "S", "C", "C", "S", "C", "C", "S", "H", "H", "H", "H", "H", "H", "H", "H", "H", "H", "H", "H", "C", "C", "C", "O", "C", "O", "O", "H", "H", "H", "H", "H", "H", "H", "C", "C", "C", "C", "C", "C", "N", "N", "C", "C", "C", "C", "C", "C", "H", "H", "H", "H", "H", "H", "H", "H", "H"], "positions_angstrom": [[-0.195, -0.491, -0.113], [-2.550, 3.576, 0.787], [-1.152, 3.715, 1.370], [0.086, 2.608, 0.631], [0.948, 2.061, 2.122], [0.102, 1.272, 3.118], [-0.702, -0.205, 2.432], [-2.494, 0.029, 2.682], [-3.133, 1.392, 2.453], [-3.201, 1.897, 0.712], [-2.561, 3.904, -0.254], [-3.225, 4.238, 1.334], [-1.167, 3.533, 2.443], [-0.805, 4.740, 1.230], [1.384, 2.925, 2.629], [1.778, 1.452, 1.759], [-0.665, 1.892, 3.579], [0.750, 0.926, 3.924], [-2.704, -0.297, 3.702], [-2.925, -0.710, 2.003], [-2.638, 2.168, 3.035], [-4.153, 1.330, 2.838], [-1.893, -0.031, -3.926], [-1.332, -0.989, -2.892], [-0.896, -2.316, -3.481], [-0.172, -0.347, -2.258], [-2.376, -1.216, -1.783], [-3.364, -1.873, -2.024], [-2.098, -0.641, -0.650], [-1.165, 0.137, -4.722], [-2.141, 0.926, -3.466], [-2.799, -0.458, -4.355], [-0.186, -2.157, -4.297], [-1.769, -2.835, -3.872], [-0.439, -2.944, -2.713], [0.637, -0.752, -2.596], [4.590, 2.482, -0.664], [4.915, 1.384, 0.126], [4.021, 0.343, 0.303], [2.768, 0.386, -0.318], [2.451, 1.480, -1.124], [3.354, 2.522, -1.289], [1.802, -0.619, -0.104], [2.363, -1.844, 0.143], [1.408, -2.751, 0.274], [1.758, -4.126, 0.496], [0.787, -5.065, 0.602], [-0.595, -4.711, 0.490], [-0.958, -3.418, 0.273], [0.021, -2.379, 0.154], [5.296, 3.291, -0.795], [5.882, 1.340, 0.613], [4.268, -0.517, 0.908], [1.496, 1.514, -1.637], [3.087, 3.362, -1.917], [2.808, -4.380, 0.572], [1.055, -6.102, 0.767], [-1.350, -5.484, 0.571], [-2.010, -3.168, 0.174]], "atomic_forces_ev_per_a": [[-0.54, 0.52, -0.22], [-0.02, 0.02, -0.01], [-0.01, -0.02, 0.02], [0.12, -0.01, 0.04], [0.02, 0.01, 0.01], [-0.02, 0.01, 0.03], [0.07, -0.05, -0.05], [0.00, -0.01, 0.01], [-0.01, 0.00, 0.01], [0.01, 0.01, 0.01], [0.00, 0.00, 0.00], [-0.01, -0.01, -0.01], [-0.01, 0.01, -0.01], [0.00, 0.00, -0.01], [-0.01, 0.01, -0.01], [-0.01, 0.01, 0.01], [0.01, -0.01, -0.01], [0.00, 0.00, 0.00], [0.00, 0.01, 0.00], [0.00, 0.00, 0.01], [0.00, -0.01, -0.01], [0.00, 0.00, -0.02], [0.01, -0.01, -0.03], [0.02, 0.00, -0.03], [-0.01, 0.01, -0.01], [-0.04, 0.06, 0.01], [-0.18, -0.14, -0.10], [0.05, 0.11, -0.03], [0.36, -0.11, 0.26], [0.00, 0.00, 0.00], [0.00, 0.00, 0.01], [0.00, 0.00, 0.00], [0.00, 0.00, 0.00], [0.00, 0.00, 0.00], [0.00, 0.00, 0.00], [0.00, -0.02, 0.02], [0.00, 0.03, 0.00], [0.01, -0.01, 0.01], [0.01, 0.01, -0.04], [-0.07, 0.01, 0.00], [0.08, -0.03, -0.02], [-0.01, -0.02, 0.00], [0.05, 0.04, 0.06], [-0.14, -0.05, 0.04], [0.07, -0.11, 0.01], [0.01, 0.10, 0.04], [-0.06, 0.02, -0.01], [0.05, -0.02, 0.00], [0.01, 0.03, -0.02], [0.15, -0.35, 0.01], [0.00, 0.00, 0.00], [0.00, 0.00, 0.00], [0.00, 0.00, 0.00], [0.01, -0.02, -0.02], [0.00, 0.00, 0.00], [0.00, 0.00, 0.01], [0.00, 0.00, 0.00], [0.00, 0.00, 0.00], [0.00, 0.00, 0.00]], "lowdin_charge": [0.850, -0.543, -0.505, 0.894, -0.499, -0.471, 0.931, -0.475, -0.504, 0.897, 0.073, 0.081, 0.057, 0.080, 0.092, 0.059, 0.062, 0.084, 0.081, 0.076, 0.059, 0.079, 0.003, -0.478, 0.008, -0.102, -0.589, 0.103, -0.184, 0.092, 0.096, 0.100, 0.097, 0.102, 0.095, 0.118, -0.104, -0.088, -0.037, -0.304, -0.106, -0.095, -0.161, 0.039, -0.336, -0.042, -0.099, -0.103, -0.119, -0.233, 0.096, 0.101, 0.101, 0.077, 0.104, 0.104, 0.095, 0.094, 0.096], "energy_ha": -3234.39961, "orbital_gap_ha": [0.228, 0.231], "lumo_ev": [0.0878, 0.0759], "e_homo_ha": [-0.2244, -0.2284]}

[4]
{"formula": "C22H28N2O5", "method": "ωB97M-V/def2-TZVPD", "species": ["C", "H", "O", "C", "C", "C", "C", "C", "C", "O", "C", "C", "C", "N", "C", "O", "C", "H", "H", "H", "C", "H", "C", "H", "H", "H", "H", "H", "H", "H", "H", "H", "C", "O", "N", "C", "H", "H", "H", "C", "C", "C", "C", "C", "O", "C", "H", "H", "H", "H", "H", "H", "H", "H", "H", "H", "H"], "positions_angstrom": [[3.885, 2.403, -4.198], [3.206, 3.350, -4.358], [2.879, 1.329, -3.715], [2.247, 1.636, -2.638], [2.231, 2.977, -1.890], [1.590, 2.923, -0.800], [0.920, 1.841, -0.400], [0.596, 0.678, -1.220], [1.381, 0.547, -2.398], [1.462, -0.500, -3.129], [0.486, -1.780, -3.168], [0.792, -2.544, -2.027], [-0.285, -3.291, -1.533], [-1.502, -2.851, -1.378], [-1.932, -2.322, -0.160], [-1.123, -2.916, 0.825], [-2.867, -1.301, 0.143], [-3.138, -1.380, 1.104], [-2.762, -0.483, -0.177], [-3.743, -1.769, -0.557], [-1.986, -2.092, -2.678], [-2.772, -1.824, -2.568], [-0.926, -1.227, -3.129], [-1.020, -0.952, -4.157], [-1.298, -0.225, -2.631], [-2.085, -2.970, -3.288], [0.022, -3.896, -0.594], [-0.509, -4.332, -2.422], [1.928, -3.083, -2.138], [1.129, -1.940, -0.915], [0.623, -2.251, -4.018], [-0.010, -0.078, -0.858], [-0.351, 1.838, 0.695], [-1.465, 1.804, 0.400], [0.106, 2.265, 1.911], [1.364, 2.100, 2.336], [1.434, 1.732, 3.189], [1.890, 3.177, 2.697], [2.102, 1.930, 1.525], [-0.868, 2.136, 2.865], [-0.793, 1.035, 3.978], [-0.095, 0.616, 4.948], [-0.523, -0.542, 5.244], [-1.261, -0.921, 4.278], [-1.599, -0.051, 3.244], [-2.003, -2.321, 4.152], [-1.547, -3.027, 4.837], [-1.648, -2.593, 3.162], [-3.179, -2.348, 4.023], [-0.224, -1.197, 6.048], [0.184, 1.440, 5.624], [-0.810, 3.152, 3.584], [-2.090, 2.344, 2.608], [1.566, 3.809, -0.123], [2.986, 3.576, -2.042], [4.420, 1.890, -5.106], [4.592, 2.779, -3.558]], "atomic_forces_ev_per_a": [[-3.93, -1.35, -3.11], [1.28, -1.87, -0.64], [5.37, 2.67, -3.29], [-2.00, 2.34, 1.76], [0.94, -7.68, -6.69], [-2.80, 2.72, 6.75], [-6.98, -4.93, 0.63], [4.14, 3.34, -0.64], [-2.26, 2.02, 4.94], [-0.34, -4.48, -3.79], [-0.40, 7.57, 4.94], [7.60, 0.91, 5.05], [2.51, -11.44, -0.27], [-7.35, 6.86, -0.53], [9.43, -5.61, 4.23], [-4.96, 3.56, -3.40], [-4.73, -12.49, -1.07], [-0.95, -0.02, 3.47], [2.17, 11.80, -4.47], [0.95, 1.34, 1.75], [16.20, -10.58, -0.39], [-16.76, 6.84, 2.61], [-0.92, 4.07, -0.68], [-0.92, 0.18, -0.96], [2.31, -1.40, -0.45], [-0.06, -0.55, -0.95], [-0.52, 1.08, -1.71], [0.88, 2.40, 1.99], [-3.56, 0.76, 0.14], [-0.99, -0.64, -3.52], [1.22, -1.88, -4.35], [-1.16, -1.09, 0.65], [7.96, 2.85, -1.26], [-4.76, -1.25, -1.70], [-3.46, -1.45, -2.04], [5.58, 7.26, -5.45], [0.92, -4.78, 7.02], [-1.46, -1.54, -0.91], [-0.71, -1.02, 0.84], [-4.90, 4.91, 7.54], [-3.79, 3.51, -11.53], [3.49, 9.30, 3.04], [0.67, -7.90, 4.90], [-7.38, -6.83, -4.46], [3.67, 0.50, 5.99], [-0.09, 1.76, -1.43], [-0.52, -0.11, 0.35], [-0.10, -0.63, -0.32], [2.43, 0.38, 0.93], [-0.15, 0.06, 0.09], [1.05, -0.67, -0.25], [0.23, -1.90, -1.54], [3.96, -1.21, -0.09], [0.15, -0.63, -0.43], [3.50, 3.59, -1.30], [-1.43, 1.40, 1.60], [1.75, -0.07, 2.39]], "lowdin_charge": [0.019, 0.123, -0.058, -0.194, 0.000, -0.167, -0.103, 0.064, -0.286, 0.028, -0.164, -0.197, -0.349, -0.042, -0.281, -0.106, 0.063, 0.062, -0.033, 0.183, -0.067, -0.025, -0.104, 0.125, 0.179, 0.132, 0.156, 0.203, 0.205, 0.217, 0.112, 0.067, -0.397, 0.133, -0.126, -0.077, -0.016, 0.156, 0.111, -0.146, -0.153, -0.118, -0.117, -0.316, 0.076, 0.001, 0.061, 0.028, 0.116, 0.143, 0.167, 0.162, 0.202, 0.148, 0.048, 0.125, 0.032], "energy_ha": -1340.11233, "orbital_gap_ha": 0.296, "lumo_ev": 0.6816, "e_homo_ha": -0.2708}

What is the formula in the second record?
C22H28N2O3